Record 1
Density functional theory data (ωB97M-V/def2-TZVPD) for a molecular structure, C9H8O3 in a non-equilibrium geometry.

frontier orbital gap = 8.2 eV
highest occupied orbital energy = -8.9 eV

The geometry in XYZ format:
```
20
Properties=species:S:1:pos:R:3:forces:R:3
C 3.83258 0.02116 0.12807 -5.4 2.9 -1.0
C 2.33910 -0.56860 0.19569 -2.3 3.0 -1.0
C 1.19998 0.35457 -0.30569 5.4 -0.8 0.4
C -0.19782 -0.05754 -0.21392 3.2 -5.5 -0.4
C -0.54299 -1.48134 -0.03410 -5.2 2.8 0.1
C -2.01138 -1.63857 0.04790 4.7 -3.2 1.9
C -3.00490 -0.72804 0.17566 -4.0 1.3 -2.8
C -2.59430 0.51418 -0.17536 2.2 6.1 0.8
C -1.18575 0.77845 -0.37641 -3.6 5.3 0.6
H 3.15864 1.61036 1.15662 2.5 -0.8 -2.4
H 2.34339 -1.73342 0.41346 -0.7 2.8 -0.4
H 1.42715 1.59089 -0.98161 -0.4 -4.2 2.8
H -0.02280 -2.39246 0.17832 0.9 0.2 -0.2
H -2.26340 -2.60949 0.46036 -0.2 -0.5 -0.8
H -4.13516 -0.98526 -0.01690 2.3 0.3 1.4
H -2.55744 2.55165 0.00565 -1.1 -1.2 -0.1
H -0.92266 1.94402 -0.38502 -0.3 -2.7 -0.4
O 3.92011 1.40418 0.44456 -2.0 -1.4 2.7
O 4.51676 -0.46467 -0.67731 3.0 -1.3 -0.7
O -3.29913 1.88991 -0.03996 1.3 -3.2 -0.4
```
Forces are in eV/Å.

Atomic partial charges in e from the Mulliken method, atoms 1 to 6: number 1, C, carries 0.40; number 2, C, carries -0.39; number 3, C, carries -0.31; number 4, C, carries 1.04; number 5, C, carries -0.77; number 6, C, carries -0.29

***

Record 2
Density functional theory data (ωB97M-V/def2-TZVPD) for a single C9H9Br2N3 molecule in a non-equilibrium geometry.

⟨S²⟩ = 2.012
frontier orbital gap (spin up / spin down) = 6.1 / 7.9 eV
multiplicity = 3
highest occupied orbital energy (spin up / spin down) = -5.7 / -9.5 eV

The geometry in XYZ format:
```
23
Properties=species:S:1:pos:R:3:forces:R:3
C 3.31003 -0.73952 0.48687 -0.4 1.9 -0.7
C 2.03449 -0.92385 0.11529 -1.3 0.9 -1.0
C 3.69001 0.59762 0.07991 0.1 -1.9 0.4
C -2.65775 0.25828 -0.35708 -3.6 -1.6 0.1
C -1.73389 -0.09534 -1.42431 -6.7 0.0 -0.5
C 0.56050 0.62219 -1.08460 -3.7 0.2 -3.1
C -2.34575 0.53423 1.13528 1.4 2.0 -5.4
C -2.64533 1.68083 0.16369 -0.2 -0.5 0.2
C 0.93872 -1.92383 0.30584 1.0 -2.2 2.1
N 2.72835 1.13760 -0.56056 0.0 2.2 -0.9
N -0.53060 0.01927 -1.12430 9.0 0.7 2.4
N 1.70708 0.27103 -0.56392 1.9 -1.2 2.0
Br 5.38152 1.38435 0.33901 -0.5 -0.1 -0.1
Br -4.25416 2.69520 0.21579 -0.6 -0.1 0.3
H 3.89811 -1.37786 0.99521 1.8 -2.1 1.6
H -3.69444 -0.27703 -0.56133 1.9 1.7 0.7
H -2.20046 -0.34118 -2.36490 0.5 0.3 -0.6
H -3.02753 0.32021 1.80823 -3.4 -1.1 3.0
H -1.37255 0.37660 1.41651 2.3 0.0 0.7
H -1.95329 2.40879 -0.23979 0.7 -0.7 0.3
H 1.45598 -2.99659 0.48672 -1.2 2.4 -0.1
H 0.41569 -1.58043 1.34190 0.6 -1.1 -2.7
H 0.29526 -2.05058 -0.60946 0.5 0.4 1.4
```
Forces are in eV/Å.

Atomic partial charges in e from the Mulliken method, atoms 1 to 6: number 1, C, carries -0.88; number 2, C, carries 0.54; number 3, C, carries 0.30; number 4, C, carries 0.17; number 5, C, carries -0.68; number 6, C, carries 0.09

***

Record 3
Density functional theory data (ωB97M-V/def2-TZVPD) for a molecular structure, C9H9BrFIrN2O4.

⟨S²⟩ = 0.754
total charge = +1
frontier orbital gap (spin up / spin down) = 7.9 / 7.4 eV
multiplicity = 2
highest occupied orbital energy (spin up / spin down) = -13.5 / -13.5 eV

The geometry in XYZ format:
```
27
Properties=species:S:1:pos:R:3:forces:R:3
Ir -0.55959 -0.24375 -0.56178 0.3 -0.2 -0.3
Br 2.89630 0.12536 -1.53698 0.0 0.0 0.0
C 2.01228 1.51318 -0.66760 0.0 0.0 0.0
C 2.70940 2.68622 -0.37739 0.0 0.0 0.0
C 2.06354 3.72243 0.25916 0.0 0.0 0.0
C 0.72070 3.58038 0.60510 0.1 0.0 0.0
C 0.10149 2.39962 0.29594 0.0 0.1 0.0
N 0.72911 1.37746 -0.33272 -0.1 0.0 0.0
C -1.33740 2.17187 0.64161 -0.1 -0.3 -0.1
O -2.05948 2.97468 1.12657 0.0 0.1 0.0
O -1.76996 0.90129 0.33182 -0.2 0.2 0.2
H 3.74921 2.75693 -0.65949 0.0 0.0 0.0
H 2.59645 4.63556 0.48648 0.0 0.0 0.0
H 0.15652 4.35575 1.10321 0.0 0.0 0.0
N -2.00686 -1.71972 -0.75674 0.0 0.1 0.1
C -1.48866 -3.09293 -0.51500 0.0 0.0 0.0
C -0.83111 -3.16789 0.85146 -0.2 0.0 0.0
C 0.51816 -2.50706 0.95197 0.2 0.1 0.0
O 1.47113 -2.99402 1.46367 0.0 0.0 0.0
O 0.68247 -1.21752 0.46378 -0.1 -0.1 0.1
H -2.77879 -1.51694 -0.12135 0.0 0.0 0.0
H -2.38381 -1.66881 -1.70278 0.0 0.0 0.0
H -0.77955 -3.31058 -1.31198 0.0 0.0 0.0
H -2.31385 -3.80063 -0.58450 0.0 0.0 0.0
H -0.67668 -4.20768 1.13046 0.0 0.0 0.0
H -1.48410 -2.72612 1.61227 0.0 0.0 0.0
F 0.06307 -1.02707 -2.19522 0.0 0.1 0.1
```
Forces are in eV/Å.

Atomic partial charges in e from the Mulliken method, atoms 1 to 6: number 1, Ir, carries 1.32; number 2, Br, carries 0.00; number 3, C, carries 0.41; number 4, C, carries -0.54; number 5, C, carries -0.32; number 6, C, carries -0.62

***

Record 4
Density functional theory data (ωB97M-V/def2-TZVPD) for a gas-phase ion, C9H9BrN3 (charge +1) in a non-equilibrium geometry.

total charge = +1
structure (SMILES) = C[N+]1=C2C=CC=CN2C=C(Br)C=N1
frontier orbital gap = 7.3 eV
highest occupied orbital energy = -12.5 eV

The geometry in XYZ format:
```
22
Properties=species:S:1:pos:R:3:forces:R:3
C 1.16214 1.53937 -1.83944 2.0 1.1 -2.0
C 2.25030 1.57617 -0.97891 -2.4 -2.6 1.5
C 0.04496 0.84654 -1.56559 -1.6 0.8 1.5
C 2.16784 0.69253 0.09258 -0.5 0.7 -0.9
C -0.12364 0.20424 -0.29246 -1.4 -0.4 -1.5
C 1.32609 -1.08698 1.46456 -2.8 -1.6 0.3
C -1.22380 -1.63243 1.72697 2.0 0.5 1.1
C 0.27106 -1.78803 1.93790 0.6 0.0 -0.6
C -2.52472 0.34330 -0.78207 -5.3 1.1 -1.6
N 1.02137 -0.04670 0.45788 2.0 1.3 -0.9
N -1.89993 -0.89370 0.97455 -1.1 -1.3 1.2
N -1.48297 -0.11513 -0.00478 4.7 -0.6 0.8
Br 0.55767 -3.33621 3.00982 0.3 0.5 -0.2
H 1.30847 2.03801 -2.83455 -0.6 -0.3 1.1
H 3.06820 2.16074 -1.20105 1.9 0.9 -0.1
H -0.80979 1.21740 -2.14810 0.2 -1.3 0.2
H 3.09028 0.54089 0.61554 -0.1 -0.5 0.8
H 2.32553 -1.51069 1.69279 -0.4 1.3 -0.7
H -1.69630 -2.14854 2.53770 -1.0 -0.2 -0.1
H -2.42473 1.42341 -0.98540 -0.2 -0.6 -0.2
H -2.88594 -0.24810 -1.70050 1.5 0.7 0.9
H -3.52207 0.22392 -0.17746 2.2 0.5 -0.6
```
Forces are in eV/Å.

Atomic partial charges in e from the Mulliken method, atoms 1 to 6: number 1, C, carries -0.16; number 2, C, carries -0.79; number 3, C, carries -0.70; number 4, C, carries -0.20; number 5, C, carries 0.95; number 6, C, carries -0.06